# 1
Molecular formula: C5H10O
Method: DFT, ωB97M-V/def2-TZVPD

The value obtained for the HOMO-LUMO gap is 10.8 eV. Its SMILES is COCC1CC1. As for the LUMO energy: 1.1 eV. The energy is -271.68376 Ha. For the relative energy (zero: lowest compared OMol25 entry of this formula, charge and spin), the calculation gives 180.8 kJ/mol.

CARTESIAN COORDINATES (ANGSTROEM)
H (0.187, -2.756, 0.902)
C (-0.422, -0.634, 0.540)
H (-1.468, -0.937, 0.551)
C (0.367, -1.172, -0.639)
H (-0.201, -1.709, -1.397)
H (-1.002, 2.275, -1.691)
C (-0.273, 1.703, -1.116)
C (-0.216, 0.759, 1.107)
H (0.742, 2.076, -1.330)
H (-0.855, 0.894, 1.988)
H (1.512, -1.523, 1.190)
H (0.825, 0.896, 1.449)
H (1.195, -0.599, -1.051)
O (-0.628, 1.808, 0.244)
H (-0.328, 0.675, -1.462)
C (0.564, -1.758, 0.715)

***

# 2
Molecular formula: C6H17N2
Method: DFT, ωB97M-V/def2-TZVPD

The value obtained for the HOMO-LUMO gap is 4.8 eV. As for the LUMO energy: -7.9 eV. The energy is -347.88422 Ha. The charge is +1. For the relative energy (zero: lowest compared OMol25 entry of this formula, charge and spin), the calculation gives 542.5 kJ/mol.

CARTESIAN COORDINATES (ANGSTROEM)
H (0.040, 2.026, -2.265)
N (0.642, 1.228, -2.149)
H (-1.190, 0.477, 1.435)
H (1.130, -0.740, 1.178)
C (-0.831, -0.476, 0.985)
H (-0.712, -0.055, -3.073)
H (-1.527, -0.601, 0.137)
H (2.819, 2.205, 0.209)
H (1.085, 2.159, 0.364)
H (0.068, -0.669, -1.653)
C (0.254, -0.061, -2.574)
C (1.893, 2.352, -0.328)
H (1.005, -0.542, -3.190)
H (1.900, 3.400, -0.625)
H (-3.091, -1.157, 2.743)
C (-2.553, -1.941, 2.210)
C (1.854, 1.345, -1.441)
H (-0.560, -2.507, 1.627)
C (-1.091, -1.623, 1.991)
H (-2.667, -2.827, 2.831)
H (2.713, 1.414, -2.130)
H (-0.565, -1.383, 2.920)
N (0.464, -0.266, 0.549)
H (-3.050, -2.120, 1.259)
H (1.971, 0.361, -1.008)

***

# 3
Molecular formula: C40H53BN7O
Method: DFT, ωB97M-V/def2-TZVPD

The value obtained for the HOMO-LUMO gap is 8.7 eV. As for the LUMO energy: -1.9 eV. The energy is -2039.18579 Ha. The charge is +1.

CARTESIAN COORDINATES (ANGSTROEM)
C (3.392, -2.500, -11.378)
C (2.777, -3.092, 3.110)
C (-2.563, 1.089, 4.373)
H (-0.304, 8.167, 9.830)
C (1.538, -3.994, -11.466)
H (2.159, 0.556, -3.725)
H (-2.533, 3.614, 5.439)
H (2.107, -2.921, -9.697)
H (-1.690, -1.257, 5.415)
H (1.186, -4.301, 2.304)
O (-4.967, -1.028, 6.483)
C (-0.152, 6.805, 6.749)
H (3.573, -3.625, 2.607)
C (-1.153, -5.920, -7.987)
C (-0.404, 2.200, 2.768)
C (-1.002, -2.102, -5.727)
H (4.077, -1.690, 4.107)
H (-1.595, -2.988, -5.557)
H (-2.239, 6.587, 9.906)
C (2.302, 2.676, -3.330)
N (-0.512, -4.989, -7.284)
C (2.006, -1.372, 4.564)
H (0.630, -2.765, -4.497)
H (2.335, 4.692, -2.567)
H (-0.718, -1.273, 7.487)
H (-0.926, 0.839, -7.383)
H (4.439, -2.336, -13.254)
C (0.472, -2.754, 3.607)
H (1.315, -4.194, -6.788)
C (-0.510, -6.851, -8.790)
H (-0.038, 0.881, 1.096)
C (2.161, 3.647, -2.351)
C (-1.891, 5.902, 7.903)
C (2.771, -3.684, -13.350)
C (3.620, -2.791, -12.713)
H (1.046, 8.288, 7.731)
H (2.591, 2.948, -4.338)
C (-2.173, 2.764, 6.013)
H (-1.083, -7.583, -9.342)
H (-2.701, -2.558, 6.037)
H (-2.234, -5.918, -7.907)
C (0.203, 7.617, 7.815)
C (-0.548, 7.548, 8.977)
H (1.126, 0.743, 2.383)
H (-2.938, 1.419, 7.492)
H (-0.658, 4.423, 4.488)
H (-4.613, 1.164, 5.043)
H (-2.152, 0.185, 3.934)
C (2.327, -3.115, -10.738)
C (0.816, -4.965, -7.367)
H (-5.335, -1.833, 6.096)
C (0.609, 0.044, -6.114)
H (0.412, 6.841, 5.822)
H (-1.471, 3.086, 6.776)
H (1.410, -7.513, -9.495)
H (-2.148, -0.438, 8.100)
C (3.060, -2.020, 3.941)
C (-1.446, -1.079, -6.548)
H (-2.413, -1.139, -7.030)
H (-4.157, 2.489, 6.842)
C (1.791, 3.249, -1.077)
H (0.698, -4.497, -10.998)
N (0.729, -1.721, 4.407)
C (0.249, -1.979, -5.141)
N (-1.454, 1.810, 5.086)
C (-1.621, 6.672, 9.023)
H (2.920, -3.933, -14.395)
C (-0.624, 0.018, -6.747)
H (2.196, -0.532, 5.224)
H (-1.428, 2.434, 2.475)
H (-0.454, 0.006, 2.600)
C (2.067, 1.351, -2.997)
H (4.031, -1.808, -10.845)
H (2.631, -5.774, -8.182)
H (1.277, 0.888, -6.251)
H (1.040, 4.016, 4.190)
C (-3.290, 1.890, 6.574)
C (0.060, 0.872, 2.180)
N (1.051, -0.930, -5.320)
H (-2.729, 5.212, 7.908)
C (1.699, 1.062, -1.692)
H (-0.573, -3.024, 3.495)
H (0.578, 1.624, 4.570)
N (1.746, -4.282, -12.749)
H (0.353, 3.783, 5.790)
N (-1.177, 5.955, 6.779)
H (1.505, 0.036, -1.396)
C (1.552, -5.847, -8.143)
C (0.872, -6.811, -8.871)
H (-2.049, -2.169, 8.214)
H (-2.947, 1.757, 3.607)
C (-3.642, 0.868, 5.442)
C (-2.451, -1.501, 6.162)
H (-1.069, 1.107, 5.719)
C (0.139, 3.719, 4.725)
H (0.211, 2.990, 2.332)
C (-1.804, -1.328, 7.568)
N (1.560, 1.981, -0.738)
B (-3.741, -0.614, 6.022)
C (1.455, -3.469, 2.940)
C (-0.222, 2.310, 4.284)
H (1.676, 3.985, -0.287)

***

# 4
Molecular formula: C3H4FNS
Method: DFT, ωB97M-V/def2-TZVPD

The value obtained for the HOMO-LUMO gap (spin up / spin down) is 7.5 / 7.5 eV. As for the LUMO energy (spin up / spin down): -1.6 / -1.6 eV. The energy is -669.41417 Ha. For the relative energy (zero: lowest compared OMol25 entry of this formula, charge and spin), the calculation gives 223.0 kJ/mol.

CARTESIAN COORDINATES (ANGSTROEM)
C (1.618, -0.018, -0.600)
H (-1.337, 1.455, 0.594)
H (1.529, -0.742, 0.207)
N (-0.597, -1.491, 1.651)
C (-1.626, 0.440, 0.354)
S (0.082, 0.043, -1.527)
C (-1.108, -0.632, 1.082)
H (1.881, 0.968, -0.225)
H (2.368, -0.359, -1.310)
F (-2.809, 0.336, -0.226)

***

# 5
Molecular formula: C5H11ClN
Method: DFT, ωB97M-V/def2-TZVPD

The value obtained for the HOMO-LUMO gap (spin up / spin down) is 9.9 / 4.1 eV. As for the LUMO energy (spin up / spin down): -3.8 / -6.0 eV. The energy is -711.57874 Ha. The charge is +1. For the relative energy (zero: lowest compared OMol25 entry of this formula, charge and spin), the calculation gives 606.1 kJ/mol.

CARTESIAN COORDINATES (ANGSTROEM)
H (-4.409, 1.338, -0.776)
H (-4.701, 0.435, 0.614)
N (2.040, -1.133, -1.198)
H (2.842, -1.619, -0.706)
H (2.375, -0.912, -2.069)
C (2.491, 0.903, 0.287)
H (-1.928, -0.451, 0.043)
H (3.584, 0.711, -0.015)
H (-4.256, -0.486, -0.950)
H (2.544, -0.854, 1.563)
C (-2.660, 0.352, 0.176)
C (1.519, -0.060, -0.249)
C (-4.010, 0.325, -0.366)
C (1.916, -0.168, 1.179)
H (2.335, 1.893, 0.528)
H (1.363, -1.906, -1.274)
H (1.258, 0.143, 1.873)
Cl (-2.305, 1.489, 1.340)

***

# 6
Molecular formula: C4H8N2O
Method: DFT, ωB97M-V/def2-TZVPD

The value obtained for the HOMO-LUMO gap is 10.3 eV. Its SMILES is C#C[C@@](C)(O)NN. As for the LUMO energy: 0.9 eV. The energy is -341.86483 Ha. For the relative energy (zero: lowest compared OMol25 entry of this formula, charge and spin), the calculation gives 364.5 kJ/mol.

CARTESIAN COORDINATES (ANGSTROEM)
O (-0.932, -1.391, 0.008)
C (1.193, -0.483, 0.239)
C (-0.100, 0.038, -1.781)
N (-0.852, 0.846, 1.801)
H (3.220, -0.681, 1.183)
H (0.070, 0.642, 2.201)
H (-0.339, 1.767, 0.122)
C (-0.158, -0.247, -0.275)
N (-0.801, 0.901, 0.385)
H (-1.466, 0.074, 2.051)
C (2.258, -0.563, 0.779)
H (-1.831, -1.211, -0.292)
H (0.610, 0.833, -1.989)
H (0.213, -0.863, -2.303)
H (-1.085, 0.338, -2.130)

***

# 7
Molecular formula: C39H76N12OP2
Method: DFT, ωB97M-V/def2-TZVPD

The value obtained for the HOMO-LUMO gap is 7.9 eV. Its SMILES is N=[PH2]P(N)C[C@H](O)CN.CCCC#N.CCCC#N.CCCC#N.CCCC#N.CCCC#N.CCCC#N.CCCC#N.CCCC#N.CCCC#N. As for the LUMO energy: 0.4 eV. The energy is -2946.23887 Ha.

CARTESIAN COORDINATES (ANGSTROEM)
H (8.640, -0.633, 6.548)
H (1.488, 7.251, -5.645)
H (-2.809, 1.088, -3.471)
C (-1.375, -8.238, -0.146)
C (-4.480, -9.247, -2.583)
C (-1.513, 6.220, 3.943)
C (-5.313, 8.462, 0.659)
H (-0.601, -4.365, -0.750)
H (5.701, -5.450, -2.504)
H (4.453, -6.509, -4.367)
C (0.588, 0.863, -2.091)
H (-5.850, -10.894, -2.277)
N (1.742, 5.770, 6.686)
H (-4.223, -2.872, -1.570)
H (0.065, 6.676, 2.522)
C (2.383, 3.968, -5.125)
H (-5.744, 7.609, 0.122)
C (-1.257, -5.878, 0.652)
C (-5.090, -5.427, -3.785)
N (-1.674, -8.982, -1.119)
H (-1.025, -5.244, 1.515)
H (-2.463, 6.277, 1.988)
H (-1.720, 7.271, 4.174)
H (0.256, 5.082, -1.624)
H (0.623, 6.473, 4.192)
H (0.653, -5.547, -0.332)
C (3.601, -4.665, -0.926)
C (1.335, 6.166, -5.665)
H (4.403, 4.146, 5.582)
H (3.171, 3.953, 4.322)
H (0.147, 2.413, -4.035)
H (-5.386, -3.284, -3.722)
H (5.984, 0.235, 5.280)
H (0.076, 6.286, -7.422)
H (5.107, -5.975, -0.139)
H (-5.976, -5.610, -4.401)
C (7.525, 1.731, 5.544)
H (0.736, 4.676, -7.141)
H (-3.556, 5.862, 3.323)
H (-3.674, 1.966, -1.260)
C (4.976, -6.243, -2.284)
C (2.471, 4.923, 6.104)
H (-3.584, -0.927, -2.532)
H (-4.979, -6.267, -3.091)
H (1.782, 5.960, -7.782)
H (3.644, 1.768, 5.384)
C (1.350, 3.269, -1.318)
H (7.123, -0.355, 7.430)
N (1.005, 4.707, -1.000)
C (-4.802, -10.650, -2.064)
C (0.965, 5.744, -7.084)
H (-0.898, 2.539, -1.312)
H (2.222, 3.230, -2.131)
H (3.060, 1.324, 7.739)
H (-3.511, -10.577, -0.317)
H (-4.186, -11.381, -2.601)
H (1.209, 0.754, -3.103)
H (-4.660, -9.196, -3.662)
H (-3.427, -9.002, -2.402)
N (-1.580, 7.663, 0.827)
H (1.400, 0.718, -1.232)
N (6.469, 2.721, 7.919)
N (2.205, 2.720, -5.106)
H (-4.771, -11.824, -0.246)
P (-2.767, 0.237, -2.272)
C (-3.409, 8.649, -1.022)
O (-0.173, 3.028, -3.311)
N (2.991, -3.562, -0.934)
N (-3.403, 0.997, -0.975)
C (2.596, 5.473, -5.147)
C (7.078, 0.282, 5.344)
H (-3.135, -3.675, -2.700)
C (6.947, 2.272, 6.842)
H (7.472, -0.086, 4.390)
C (-0.074, 6.093, 3.439)
H (0.490, 5.948, -4.999)
C (-0.416, -5.422, -0.537)
H (-2.419, 4.659, 2.719)
C (0.069, 2.412, -1.969)
H (0.037, -7.501, 1.293)
C (7.547, -0.643, 6.463)
H (-1.067, -0.069, 0.494)
H (1.980, 2.254, 5.708)
P (-0.746, -0.474, -1.844)
H (-3.804, 7.818, -1.617)
H (-5.199, -10.135, 0.018)
C (-4.543, 9.372, -0.292)
C (-4.555, -10.800, -0.566)
C (-5.359, -8.225, -1.881)
C (-2.410, 8.110, -0.011)
H (-3.892, -4.605, -1.390)
H (8.617, 1.796, 5.581)
C (3.351, 3.901, 5.401)
C (-1.014, -7.341, 1.027)
H (3.454, 5.706, -5.788)
C (-3.864, -5.353, -4.681)
C (0.243, 4.633, 3.157)
C (-4.054, -3.803, -2.119)
C (3.028, 2.498, 5.921)
N (-0.683, -0.858, -0.071)
H (3.419, -5.355, -3.528)
H (-4.671, 8.077, 1.458)
H (2.826, 5.819, -4.134)
H (-1.632, 5.656, 4.876)
H (-4.138, 10.218, 0.277)
H (-2.317, -5.725, 0.416)
N (-6.089, -7.378, -1.299)
C (3.954, -6.303, -3.415)
N (-2.848, -5.293, -5.424)
H (-6.129, 9.014, 1.135)
H (-2.898, 9.339, -1.700)
C (-2.542, 5.725, 2.932)
H (7.176, 2.350, 4.710)
H (3.218, -7.095, -3.237)
N (0.506, 3.422, 2.923)
H (2.631, 3.013, 8.003)
H (0.678, 4.749, -0.010)
H (1.764, 2.723, -0.366)
H (-1.628, -7.615, 1.891)
C (-5.248, -4.113, -3.017)
H (-6.152, -4.165, -2.400)
C (4.336, -5.996, -0.917)
H (-5.239, 9.785, -1.031)
H (3.629, -6.796, -0.672)
H (7.230, -1.671, 6.264)
C (3.275, 2.349, 7.418)
H (5.530, -7.187, -2.255)
H (0.349, -0.963, 0.120)
H (4.319, 2.572, 7.668)
H (-0.661, -5.983, -1.444)

***

Which value of energy does entry 6 give?
-341.86483 Ha